Entry 1:
A 13-piece molecular cluster, C6H35NO12 overall, computed with ωB97M-V/def2-TZVPD.

- HOMO-LUMO gap (eV) = 8.09
- highest occupied orbital energy (eV) = -8.200

Element x y z (Å)
C  3.87493  0.49567  0.37383
C  3.55559  -0.97394  0.78269
N  1.76390  -4.05637  -0.56019
C  2.39589  -3.11613  0.33611
C  2.49547  -1.82157  0.11139
C  1.93667  -1.20600  -1.21236
C  2.65369  -0.88701  -2.31131
H  4.69434  0.90202  0.96662
H  3.02797  1.08669  0.41639
H  4.06322  0.49111  -0.70338
H  3.19617  -0.84312  1.89995
H  4.40533  -1.55637  0.51358
H  1.28463  -4.88959  -0.20309
H  1.35616  -3.83051  -1.47877
H  3.06989  -3.75484  1.07743
H  0.82682  -1.09376  -1.19467
H  2.29884  -0.38815  -3.27498
H  3.75848  -0.97046  -2.40713
H  -2.97005  3.16301  2.05654
H  -1.69265  2.51985  1.33221
O  -2.54583  2.29359  1.76135
H  -2.51666  -1.65181  1.20989
H  -3.68168  -1.59975  2.28161
O  -2.60372  -1.69780  2.25866
H  -2.35645  -0.25238  4.24481
H  -2.36058  1.11737  3.64569
O  -1.97478  0.63080  4.34904
H  1.91444  1.80712  -3.04987
H  1.90274  1.91999  -1.38727
O  1.41110  2.18652  -2.28136
H  -3.51056  2.17963  -0.39909
H  -2.60475  3.40184  -0.82857
O  -3.40794  3.24006  -0.39711
H  -0.86194  -1.15426  4.23625
H  -0.89226  -2.58491  3.71680
O  -0.33621  -1.93663  4.33199
H  -0.12257  0.07657  -2.38411
H  -0.89324  0.16231  -3.62059
O  -0.38156  -0.47065  -3.05947
H  -1.83527  -1.32819  -3.01926
H  -3.14895  -0.71596  -3.66280
O  -2.92191  -1.20533  -2.90999
H  -3.39375  -1.22928  -1.07749
H  -3.29636  -0.51826  0.27454
O  -3.53783  -1.24832  -0.16864
H  -0.67335  2.08102  -2.24909
H  -0.84507  2.19608  -3.81251
O  -1.16913  1.78106  -2.99928
H  0.09374  3.24400  -0.56707
H  0.13851  2.16730  0.56908
O  -0.12743  2.45886  -0.32200
H  -0.48182  1.63269  3.31306
H  0.82507  1.55707  2.65839
O  0.20071  2.18910  2.82354

Entry 2:
A 11-piece molecular cluster, C6H36N2O10 overall, computed with ωB97M-V/def2-TZVPD.

- ⟨S²⟩ = 0.7548
- net charge = +1
- HOMO-LUMO gap (alpha / beta) (eV) = 10.85 / 5.97
- highest occupied orbital energy (alpha / beta) (eV) = -13.562 / -13.492
- multiplicity = 2

Element x y z (Å)
N  1.16925  1.61105  -0.44919
C  0.57383  0.41099  0.05506
C  1.64003  -0.65475  0.31287
C  2.57144  -0.85821  -0.89321
C  3.37880  -2.14491  -0.83144
C  -0.15035  0.81771  1.40253
N  -1.48012  1.28737  0.99184
C  -2.21929  1.63043  2.27603
H  0.50539  2.22334  -0.93830
H  1.72893  2.05607  0.28288
H  -0.16059  0.14681  -0.69458
H  2.27608  -0.23600  1.09788
H  1.22409  -1.59121  0.67457
H  3.12303  0.05956  -1.13006
H  1.93861  -0.83797  -1.79475
H  4.38509  -2.04427  -0.42748
H  3.37861  -2.58362  -1.82511
H  2.92493  -2.86952  -0.15200
H  0.01912  0.00014  2.10522
H  0.43989  1.57894  1.90819
H  -1.89756  0.48105  0.50216
H  -1.82387  1.02073  3.08636
H  -1.97676  2.65516  2.51999
H  -3.25686  1.44148  2.02164
H  -2.37670  -0.64269  -1.58298
H  -2.76905  -1.78211  -0.64052
O  -2.48795  -0.85865  -0.63552
H  2.98341  -0.04492  3.46913
H  1.51477  0.07863  3.81694
O  2.24930  0.57549  3.42160
H  -1.61622  1.95393  -0.94637
H  -0.93101  3.24342  -1.03105
O  -1.34838  2.60530  -1.62960
H  -0.64346  0.15726  -2.87728
H  -1.28582  -0.66478  -4.02928
O  -1.07036  -0.67758  -3.08811
H  -1.59223  -4.03667  -1.89228
H  -1.40761  -2.53908  -2.46213
O  -1.60781  -3.10123  -1.70291
H  -1.56205  -3.50627  1.09207
H  -1.35156  -2.04221  1.12186
O  -1.13729  -2.82968  1.62853
H  -3.75022  0.90194  -1.93746
H  -2.91613  2.01654  -2.58765
O  -3.58885  1.34268  -2.77566
H  2.13717  0.66072  -4.41847
H  0.55276  0.68169  -4.50650
O  1.36806  0.76386  -4.97668
H  -0.97620  -1.28869  2.95234
H  -0.60798  -2.17109  4.07573
O  -0.36106  -1.32117  3.69207
H  1.54328  3.34478  3.18770
H  2.50239  2.32954  2.64293
O  2.22510  3.25067  2.51846

In the order shown, the computed energy relative to the best compared isomer or geometry (same formula, charge and spin) values come out to 201.34 5.96 kcal per mole.
In the order shown, the computed largest force on an atom values come out to 9.37 2.20 eV/Å.